196
Properties=species:S:1:pos:R:3:forces:R:3:mulliken_charge:R:1 method="wB97M-V/def2-TZVPD" e_tot_ha=-4307.7551 multiplicity=1 relative_energy_kj_mol=187.1
O 3.1149 1.9521 5.7965 -0.3297 0.1426 -0.2928 -0.5829
C 3.1833 2.7162 4.8637 0.5530 0.0391 0.2056 0.4063
O 4.1934 3.6002 4.7315 0.0008 0.2770 -0.7138 -0.2964
C 4.9274 4.0731 5.8480 -1.5884 -0.8100 2.6598 -0.0469
C 6.3583 3.8602 5.8499 3.1897 -0.4917 -1.9858 -1.1144
C 2.2012 2.8306 3.7231 -0.6532 -0.5338 0.9117 -0.1746
H 4.5901 3.5997 6.8115 -0.4907 0.4640 -1.0210 0.1999
H 4.7597 5.1218 5.8858 -0.5288 0.9653 0.0974 0.3385
H 6.8009 4.3585 4.9250 -0.2008 -0.8835 1.0251 0.2646
H 6.6302 2.7874 5.8827 -0.1352 0.4496 -0.3696 0.1839
H 6.8948 4.2908 6.7063 -0.6177 0.1912 -0.0700 0.3741
H 1.9658 1.8365 3.3555 0.1439 -0.0869 -0.2477 -0.1019
H 2.4484 3.5282 2.9545 0.6673 0.1965 -0.4957 0.4317
H 1.2526 3.1847 4.1314 -0.0294 -0.0542 0.2840 0.1357
O 0.3773 0.8382 -8.0964 -0.5228 -0.6680 0.6229 -0.6312
C 0.0995 1.2535 -6.9918 1.1361 1.3580 -1.2386 0.3570
O -0.6155 0.6647 -6.0524 -0.8992 -1.3549 0.7072 0.1272
C -1.0282 -0.7753 -6.2607 1.9100 1.1771 0.6247 -0.9561
C -1.4417 -1.3756 -4.9302 0.6331 -1.2526 0.4385 0.4837
C 0.5709 2.6327 -6.5472 0.1742 -0.9909 1.2545 -0.3701
H -0.0727 -1.1948 -6.5940 -0.5542 -0.4678 -0.3702 0.3276
H -1.7962 -0.7598 -7.0210 -0.1087 -0.2596 -0.1368 0.4916
H -1.6633 -2.4634 -5.0177 0.2785 0.4928 -0.5415 0.4352
H -2.3694 -0.9783 -4.5944 -0.5286 0.7216 0.4312 -0.0972
H -0.6792 -1.3892 -4.0994 -0.5966 0.5468 -1.0782 -0.5557
H -0.1719 3.0255 -5.8992 -0.8646 0.5812 0.5485 -0.1205
H 0.7077 3.3306 -7.3433 0.3751 0.0848 -0.6169 0.4198
H 1.4443 2.5534 -5.8641 -0.1627 -0.0745 -0.7691 0.1972
O -4.8749 2.1754 -2.8922 -1.4321 1.0993 0.8495 -0.5891
C -4.3312 1.1743 -3.2036 1.6253 -1.3332 -1.0392 0.5489
O -3.2272 1.1729 -3.9925 0.4186 0.4076 -0.4478 -0.0202
C -2.8365 2.4518 -4.6163 -0.7681 -0.2514 0.1316 0.6977
C -3.3648 2.5234 -6.0496 -1.0961 1.6042 1.4529 -1.6400
C -4.7041 -0.2693 -2.9042 -0.5194 0.9317 -0.0298 -0.3414
H -1.7508 2.4915 -4.6216 -0.0676 -0.0802 0.4763 -0.6615
H -3.3250 3.2582 -4.0037 0.8531 -0.6605 -0.6595 0.5206
H -3.0973 3.5242 -6.4009 -0.1672 0.0878 -0.0444 0.4078
H -4.4628 2.4983 -5.9296 0.3404 -0.0953 -0.6027 0.4430
H -3.0180 1.8670 -6.8061 0.4386 -1.1312 -0.1879 0.2547
H -3.8272 -0.9021 -2.9881 -0.0182 -0.0860 0.2958 -0.3529
H -5.3874 -0.5301 -3.7224 -0.0337 -0.1746 0.2799 0.4283
H -5.2254 -0.3163 -1.9382 0.2523 -0.2000 -0.3545 0.0945
O -0.2774 -3.4757 -2.7064 -1.2501 -0.9971 0.0558 0.0551
C -1.2140 -4.2373 -2.4939 0.6580 0.5594 0.4048 0.1453
O -1.0837 -5.5653 -2.3929 -0.4301 0.0851 0.3329 -0.4181
C 0.1900 -6.1943 -2.6082 0.8624 0.8424 -0.1380 0.7252
C 0.0788 -7.6333 -2.1987 0.2406 0.0251 1.0725 -1.5234
C -2.6723 -3.8065 -2.3024 -0.7219 -0.2526 2.8837 -0.5354
H 1.0018 -5.7070 -2.0067 -0.8438 -0.1094 -0.4462 -0.1090
H 0.4180 -6.0368 -3.6634 0.2675 -0.1729 0.0088 -0.0502
H -0.6663 -8.1994 -2.7547 0.2586 -0.0612 -0.1415 0.3583
H -0.2078 -7.6365 -1.1386 -0.2174 -0.0927 -0.1782 0.3420
H 1.0815 -8.0882 -2.1745 -0.4219 -0.0473 -0.5388 0.3992
H -2.7382 -2.8898 -1.6211 0.4578 -0.7745 -1.4254 -0.1753
H -3.3518 -4.5410 -1.6809 1.6272 0.8462 -1.6156 0.3346
H -3.0935 -3.6554 -3.2823 -0.3524 0.2926 -0.2229 0.4650
O 3.9755 1.7081 -1.9802 0.1302 1.7486 -0.6026 -0.5780
C 3.8499 0.5786 -1.6391 0.2967 -0.9623 1.8965 0.8881
O 3.4122 -0.3874 -2.4322 -0.3443 -0.9838 -0.6088 -0.0523
C 3.1405 -0.0695 -3.8623 -0.9370 -2.0387 1.0442 -0.0506
C 4.3608 -0.3448 -4.6694 1.2946 0.0592 1.0716 -1.3285
C 4.2404 0.1110 -0.1886 -0.4281 -1.6200 -2.0295 -0.7658
H 2.7791 0.9304 -3.8694 -0.1869 0.8130 -0.3605 0.8506
H 2.3497 -0.8160 -4.1658 0.5830 1.0598 0.5087 -0.4088
H 4.2084 -0.0210 -5.6708 -0.1844 0.1014 -0.9761 0.3538
H 4.6076 -1.4392 -4.6626 -0.0002 1.1998 -0.0117 0.2411
H 5.1796 0.2915 -4.2490 -0.3034 -0.7868 -0.3916 0.4305
H 4.7880 -0.8643 -0.3055 -0.1995 1.0765 0.2911 0.2152
H 3.3760 -0.1279 0.4317 -0.1423 0.2311 -0.1417 -0.1834
H 4.8245 0.8820 0.2578 0.4530 0.3713 0.3192 0.4750
O 0.1236 -2.1938 2.1906 -1.0570 -1.7474 -1.7665 -0.1967
C -0.2609 -3.0699 1.3948 0.2422 0.6368 2.5545 0.7048
O 0.3475 -3.3286 0.2318 -1.5473 0.1732 1.1286 0.0126
C 1.3995 -2.4474 -0.0818 0.5829 -0.1650 -1.7605 1.8980
C 2.6489 -3.1792 0.2454 0.6240 0.4492 1.3469 -1.8521
C -1.2861 -4.1980 1.7171 1.2468 1.9508 -2.2344 -1.6773
H 1.3620 -1.5482 0.4710 -0.4740 1.0478 0.4123 -0.0984
H 1.2349 -2.2924 -1.1387 0.3834 0.4149 -0.3330 -0.5162
H 2.5056 -4.1770 -0.0928 0.4892 -0.9394 -0.5645 0.4217
H 2.6272 -3.2289 1.3497 0.4952 -0.0989 -0.2932 0.2029
H 3.5919 -2.7076 -0.0750 -0.5461 -0.3168 -0.0444 0.2093
H -1.4686 -4.5709 0.7000 -0.2340 -0.7250 0.6711 0.2313
H -2.1957 -3.8900 2.1837 -0.3344 0.4489 0.3966 0.2189
H -0.6821 -4.8098 2.3398 0.1119 -1.1738 0.4785 0.5124
O 4.9090 -0.6480 3.7767 -1.0121 -0.8909 1.3912 -0.6559
C 4.1380 -1.1283 4.6111 -0.3767 0.8885 -1.8813 0.4592
O 4.4912 -1.5142 5.8345 0.8304 -0.4680 -0.7742 -0.3413
C 5.8775 -1.1994 6.1075 -0.4566 -0.0989 3.6502 -0.0727
C 6.9683 -2.1332 5.6696 -0.4156 -0.7129 -0.9784 -1.1561
C 2.6276 -1.2301 4.3982 1.1992 0.3736 -0.1583 0.7864
H 5.8562 -1.1978 7.2472 0.1524 0.2260 -1.3166 0.3450
H 5.9960 -0.1972 5.7661 0.5429 0.6800 -0.2471 0.2010
H 6.7374 -3.1920 5.8830 -0.0969 0.4528 -0.0125 0.2736
H 7.9094 -1.9171 6.1965 -0.3310 0.2222 -0.3523 0.3728
H 7.0460 -2.0189 4.5800 0.5199 -0.2121 0.2746 0.2849
H 2.2539 -0.3371 4.9198 -0.3028 -0.2986 -0.1234 -0.4468
H 2.2668 -2.1441 4.8634 -0.2829 0.0922 -0.0975 0.3658
H 2.4181 -1.1657 3.3178 -0.0883 -0.1520 0.5983 -0.4082
O -0.8571 1.6409 5.0407 -0.1252 -0.1649 0.2305 -0.1344
C -1.5594 2.0204 5.9479 0.1804 0.3971 0.0758 0.6900
O -1.1855 1.8572 7.2710 -0.6615 -0.3411 -1.5927 -0.4072
C 0.0616 1.0959 7.3832 -0.1909 1.7475 0.2153 0.9211
C 0.3822 1.0760 8.8447 0.0777 -2.1690 0.7314 -1.5994
C -2.8140 2.8390 5.6991 0.7689 1.5934 1.3579 -1.3689
H 0.7951 1.6627 6.8684 0.8033 0.3788 -0.7399 0.1049
H -0.0499 0.1578 6.8645 -0.0041 -0.5051 0.2896 -0.2673
H 0.2695 2.0089 9.3786 -0.0914 0.3582 -0.2838 0.3641
H 1.3895 0.6569 9.0852 -0.6547 0.3815 -0.5080 0.3520
H -0.3325 0.3446 9.2462 0.1426 0.2613 0.5847 0.3391
H -3.4936 2.8154 6.5553 0.0248 -0.2636 -0.2603 0.3038
H -3.3166 2.6360 4.7666 0.0992 -0.4855 -0.1329 0.2417
H -2.4702 3.9202 5.6519 -0.2249 -1.1114 -0.0306 0.3980
O -3.6137 0.0685 6.3251 0.4471 -0.1225 -0.8803 -0.4380
C -3.1279 -0.6356 7.1712 -0.9108 -0.3504 -0.4420 0.9999
O -2.2033 -1.6081 6.9687 0.1256 0.5602 0.2817 -0.4582
C -1.7222 -1.7597 5.6135 1.1440 1.2255 -0.1728 1.3373
C -0.7957 -2.9279 5.4238 -0.0022 -0.0049 2.5709 -0.9818
C -3.5529 -0.5137 8.5795 1.1258 -1.2116 1.6617 -1.3907
H -1.1658 -0.8266 5.2610 -1.1956 -0.9558 0.5170 -0.4937
H -2.5886 -1.9751 5.0467 -0.9141 0.4053 -1.0680 0.1459
H -0.4886 -2.8805 4.4269 1.1103 0.3036 -1.5026 -0.3540
H -1.3444 -3.8503 5.4782 -0.2250 -0.6169 0.5089 0.4895
H 0.0370 -2.9202 6.1822 -0.6251 -0.0955 -1.0001 0.2879
H -2.7771 0.1559 8.9963 -0.4247 -0.3177 0.3375 0.2392
H -3.4949 -1.5170 9.0606 0.2861 0.7635 -0.0947 0.3686
H -4.5379 -0.1281 8.8204 -0.0060 0.3254 -0.7635 0.3249
O -5.1637 0.0737 2.2610 -0.1618 -0.9150 -0.1543 -0.5341
C -5.6464 -1.0259 2.1305 -0.6560 0.2467 1.4178 0.7022
O -6.2426 -1.7260 3.1673 1.1661 0.2920 -0.3963 -0.3766
C -6.0967 -1.1736 4.4836 -0.6632 0.2521 1.3249 0.1940
C -6.0113 -2.3025 5.5677 -0.3734 -0.5687 -2.0419 -1.0552
C -5.8047 -1.7971 0.8715 0.0190 -0.8891 -0.7171 -0.3817
H -6.9797 -0.4950 4.6225 0.7405 -0.6163 0.2123 0.2989
H -5.1949 -0.5783 4.6203 -0.0221 0.1215 -0.5890 -0.0697
H -5.1088 -2.9237 5.3597 -0.5298 0.4200 0.1136 0.2027
H -6.8966 -2.9862 5.4596 0.7424 0.6761 0.5087 0.3661
H -5.8902 -1.8762 6.5568 -0.3076 0.0771 0.1073 0.2816
H -6.0871 -2.8509 1.0396 0.0567 0.5779 0.1829 0.3310
H -4.8673 -1.8059 0.3103 -0.0733 0.3161 0.0171 -0.2254
H -6.5981 -1.3415 0.2707 0.2034 0.0652 0.0115 0.2863
O 2.1836 -2.4984 -5.8207 0.0495 -0.5754 0.2417 -0.4829
C 2.3046 -3.5255 -5.1917 -1.3700 -0.6095 -0.8074 0.7941
O 1.7345 -4.7238 -5.6088 0.4969 1.1116 0.5989 -0.3777
C 0.7295 -4.6015 -6.6501 0.1977 0.4542 0.6511 0.3157
C 1.3442 -4.5145 -8.0092 -0.9422 1.8749 -0.8338 -1.3409
C 2.9249 -3.6121 -3.8459 -0.2475 -2.9192 0.2413 -0.3636
H 0.0672 -3.7625 -6.3498 0.3244 -0.4586 -0.4933 -0.2245
H 0.2033 -5.5435 -6.6359 -0.4302 -0.1874 0.5001 0.4082
H 1.9987 -3.6362 -8.1196 0.1087 -0.6189 0.1606 0.3228
H 0.5384 -4.3228 -8.7516 0.3111 -0.3287 0.3777 0.3756
H 1.7890 -5.4523 -8.2383 0.7514 -0.5637 -0.3520 0.3660
H 3.6066 -2.8576 -3.7219 1.3262 2.0814 0.4276 -0.0280
H 3.5134 -4.5479 -3.6799 -0.6901 0.4230 -0.3772 0.5441
H 2.1546 -3.5920 -3.0710 -0.0875 0.1503 -0.1993 -0.3134
O -0.8456 4.3455 -1.4591 0.3625 -0.0971 -0.5488 -0.6399
C -0.6732 3.7480 -0.4279 -2.1509 0.6556 -0.0099 0.8405
O -1.7191 3.1104 0.1854 1.8945 0.3728 0.7359 -0.1884
C -2.9012 2.8715 -0.5684 1.1054 2.2425 -0.7579 1.3254
C -4.0329 2.7201 0.3276 -1.6330 1.6995 1.1437 -1.4608
C 0.5863 3.7718 0.3404 0.8598 0.5442 0.0039 -0.6948
H -2.6763 2.0250 -1.1684 -0.2177 -0.8829 -0.6949 -1.0544
H -3.0439 3.7508 -1.2008 -0.0549 -0.2852 -0.3061 0.5738
H -4.9075 2.5927 -0.2845 -0.5084 -0.3988 -0.2626 0.4577
H -4.2852 3.6601 0.9375 0.7880 -1.2598 -0.7440 0.2249
H -3.9104 1.8903 0.9677 -0.1483 -0.9208 0.9132 0.2358
H 0.6653 2.8578 0.8875 0.3482 -0.5977 0.4278 -0.1354
H 0.6172 4.6182 1.0473 -0.3250 -0.3051 -0.2183 0.4412
H 1.4364 3.9338 -0.3508 -0.5082 -0.3255 0.3346 0.3287
O -0.2018 5.9226 -6.4834 -2.5771 -1.0407 -2.0555 -0.5133
C 0.5973 6.1075 -5.6547 2.1534 1.5887 2.8403 0.6720
O 1.7157 6.8216 -5.8952 1.2964 0.3452 0.4121 -0.3190
C 1.9282 7.5791 -7.0854 -1.6384 0.3375 -1.8568 -0.2776
C 2.1416 6.7813 -8.3872 1.4261 -0.4458 1.7758 -1.1070
C 0.4970 5.7854 -4.1326 1.9329 0.2082 -0.6238 -0.8654
H 2.7797 8.2356 -6.9402 0.1504 -0.2173 0.4792 0.3343
H 1.0717 8.2465 -7.3193 0.1137 -0.3290 0.7594 0.2781
H 2.2568 7.4103 -9.2222 0.1256 1.3757 -0.8921 0.4225
H 1.3334 6.1325 -8.6621 -0.1861 -0.7090 0.3671 0.3065
H 3.1406 6.3243 -8.2629 -0.6858 -0.6399 -0.3467 0.2599
H 1.3747 5.1463 -3.7925 -1.1967 0.4924 -0.6054 0.2068
H -0.4426 5.2890 -4.0050 -0.3829 -0.1943 0.5716 0.2223
H 0.6340 6.7201 -3.5199 -0.5633 -0.8311 -0.7993 0.4195
O -2.1765 -1.0530 0.3678 -0.9630 -1.3917 -0.5181 -0.5166
C -1.5316 -0.0952 0.6489 1.1337 2.0249 0.8135 0.2298
O -0.7846 0.5887 -0.2400 0.4055 -0.1778 -0.4078 0.0000
C -0.8219 0.1909 -1.6299 1.9869 -2.6554 0.3957 1.5675
C 0.0371 1.1438 -2.4202 0.8962 -0.9399 0.4592 -0.7127
C -1.4219 0.5684 2.0163 0.3616 -1.6171 0.8460 -0.2373
H -1.8237 0.1065 -1.9092 -1.7323 0.4155 -0.7665 -0.3626
H -0.4743 -0.8851 -1.7519 -0.0497 1.0927 0.4879 -0.4163
H -0.5487 1.9812 -2.5420 -1.0022 2.3453 -0.4586 -0.2321
H 0.3908 0.8559 -3.4190 -0.3845 -0.5015 0.3905 -0.1449
H 0.9089 1.4212 -1.8205 0.0055 -0.0746 -0.0714 0.0999
H -1.7904 1.5872 2.0240 -0.0651 -0.0348 -0.0489 0.5658
H -0.3823 0.5455 2.3968 -0.2763 0.2709 -0.6358 -0.3006
H -1.9152 -0.0898 2.7619 -0.2222 0.6396 -0.5612 0.0412